Entry 1:
Formula: C4H13N2OS
Source: the Open Molecules 2025 dataset
Level of theory: wB97M-V/def2-TZVPD

- E (eV) = -20216.468
- <S²> = 0.751
- relative energy (zero: lowest compared OMol25 entry of this formula, charge and spin) (eV) = 2.297
- total charge = -2
- spin multiplicity = 2

Geometry (Å):
H -1.106 -1.146 0.205
S -0.361 -0.987 2.525
H 1.680 0.074 -2.931
N 1.296 0.500 -0.790
H -2.923 -3.872 3.562
H -1.575 -3.354 4.032
C 0.313 0.454 0.290
H 1.178 2.873 -2.361
O -2.229 -4.030 4.107
C -0.181 -1.060 0.700
H -1.352 0.856 -1.106
H 2.378 2.274 -1.799
H -1.531 1.520 0.692
H 0.548 0.886 1.229
N 1.774 2.099 -2.495
H 0.037 0.651 -2.700
C 1.016 0.769 -2.204
H 2.129 -0.059 -0.684
H 0.476 -1.844 0.529
C -0.980 1.206 -0.139
H -0.587 2.190 -0.662

Entry 2:
Formula: C24H37Si2
Source: the Open Molecules 2025 dataset
Level of theory: wB97M-V/def2-TZVPD

- E (eV) = -41236.416
- relative energy (zero: lowest compared OMol25 entry of this formula, charge and spin) (eV) = 0.572
- total charge = +1

Geometry (Å):
H -2.022 -5.766 -4.984
H 1.578 4.227 3.518
C 0.543 0.219 -2.121
H 2.821 -0.658 0.634
C -3.134 -1.183 -2.778
H 0.689 -4.935 -3.019
C -1.377 1.292 1.792
H -0.882 -6.563 -3.875
H 0.165 1.229 -1.986
Si 2.413 2.808 1.579
H 0.504 1.294 4.533
H -2.775 0.094 0.705
C -1.399 -4.511 -3.377
H 4.155 1.789 0.046
Si 1.463 0.733 2.254
H -3.393 -3.754 -3.592
C -2.068 -2.257 -2.736
H 1.696 4.385 -0.167
C 0.205 -2.937 -2.387
C -3.664 2.994 2.264
H -4.697 1.669 0.924
C -0.481 -0.662 -1.412
H 0.259 3.805 0.706
H 3.197 3.579 3.859
H 4.516 3.473 0.456
C -2.437 3.267 2.894
H -4.089 -1.577 -3.180
H 2.114 -1.898 -2.567
H 0.575 -1.168 0.219
C -3.759 1.866 1.454
C -0.399 -0.670 0.416
C -1.735 -5.877 -3.932
H 1.607 0.226 -1.778
C 4.134 2.524 0.865
H -2.581 -6.343 -3.408
H 2.998 4.923 2.715
C -2.675 1.012 1.280
C 2.663 -0.606 1.720
C -0.286 0.464 1.370
H -3.333 -0.788 -1.764
C 1.627 -2.697 -1.986
H 1.024 -0.383 4.353
C -0.113 -4.191 -2.928
C 1.232 3.494 0.290
H 4.861 2.186 1.621
H 3.659 -0.503 2.172
C -0.785 -1.981 -2.159
H 2.267 -1.576 2.055
H -2.361 4.154 3.538
H -0.382 2.737 3.160
H -2.848 -0.332 -3.423
H -1.194 -1.453 0.677
C 2.548 3.974 3.058
H 2.214 -3.612 -2.146
C 1.291 0.657 4.113
H 1.695 -2.442 -0.919
C -2.377 -3.519 -3.245
H 2.206 0.880 4.680
H 0.552 0.041 -3.223
H -1.416 -0.061 -1.393
H 1.014 2.782 -0.524
C -1.312 2.465 2.668
H -4.508 3.663 2.418

Entry 3:
Formula: C5H13N2
Source: the Open Molecules 2025 dataset
Level of theory: wB97M-V/def2-TZVPD

- E (eV) = -8368.348
- SMILES = C[C@@H](N)C/C=C/[NH3+]
- relative energy (zero: lowest compared OMol25 entry of this formula, charge and spin) (eV) = 2.462
- total charge = +1

Geometry (Å):
H -1.368 -0.060 0.778
N 0.407 -1.644 1.495
C -0.963 0.177 -1.828
H 1.660 -0.091 0.833
C -0.073 0.543 -0.916
C 0.835 0.489 2.688
H -1.182 -0.158 -3.912
H -0.490 1.322 -3.492
H 0.895 -2.119 2.234
H -0.569 -1.850 1.414
H 0.400 -0.078 -3.352
H -0.098 0.602 3.248
C -0.419 0.431 0.535
H 1.160 1.537 2.609
H -1.858 -0.383 -1.618
C 0.703 -0.235 1.347
H 0.913 0.908 -1.161
H -0.671 1.430 0.910
H 1.540 0.070 3.411
N -0.542 0.322 -3.290

Entry 4:
Formula: C37H68Br4O30
Source: the Open Molecules 2025 dataset
Level of theory: wB97M-V/def2-TZVPD

- E (eV) = -381061.631
- SMILES = C[C@H]1COC(=O)O1.C[C@H]1COC(=O)O1.C[C@H]1COC(=O)O1.COC(=O)OC.COC(=O)OC.COC(=O)OC.COC(=O)OC.COC(=O)OC.COC(=O)OC.COC(=O)OC.BrCCBr.BrCCBr
- total charge = 0

Geometry (Å):
H -6.126 -1.327 1.913
H 2.317 -2.692 -3.466
C 6.152 2.849 1.633
H -0.950 -1.326 -5.352
O 0.241 3.117 -2.730
H 0.716 3.363 0.219
H -5.192 -1.349 0.337
H 1.508 -3.983 -2.708
H -0.944 -0.708 -3.719
H 2.534 -0.670 -1.322
H 4.215 2.704 -2.253
H -7.853 2.165 5.883
Br 2.300 -6.426 -0.818
H -3.538 5.643 1.839
Br -0.936 -7.272 1.546
C -1.611 1.495 -5.146
O -6.119 -2.609 -1.652
H 3.200 1.467 -1.686
O 0.395 -2.221 4.682
H -4.821 3.900 -1.479
H 0.948 -5.312 1.052
C 2.031 -1.137 -0.475
O 4.760 0.904 -2.936
O 2.768 5.274 4.136
C 4.284 -4.069 -5.816
H 1.574 5.505 2.394
H -7.498 0.610 6.531
O -8.126 -3.553 -0.922
O -4.668 -0.282 6.353
H -7.649 -4.026 -2.834
O 6.076 -0.149 -4.416
C 2.295 -4.819 -5.245
H 3.025 1.896 -3.424
C -3.478 3.414 2.047
O 5.275 -3.612 -6.528
H -3.037 0.783 -1.411
H 2.100 7.000 3.083
H -6.603 2.194 7.016
H 7.048 3.164 1.098
O 5.895 -0.885 1.961
C 6.847 0.203 1.633
H 0.988 4.724 -0.856
H -3.796 4.470 -2.754
H 0.637 -1.091 -4.523
H 1.213 -0.346 4.564
C 1.931 1.962 3.029
O 3.562 3.286 4.967
H -3.063 -0.279 2.749
C -1.887 4.735 -0.794
H -4.283 5.668 -1.370
H 1.363 -1.234 3.132
O -4.557 0.270 4.104
C -5.025 0.276 5.330
C -7.028 1.551 6.245
C -0.202 -0.333 -0.177
H -2.468 -0.238 4.444
H 1.545 -4.035 -5.352
C -0.379 -0.717 -4.651
H 6.317 2.754 2.706
O 0.601 -1.174 -0.716
C 3.175 -4.588 -3.990
H -0.254 -0.625 3.466
O -1.275 -0.348 -0.972
H -8.981 -4.934 -2.247
O 5.122 1.789 -5.043
H 7.570 0.516 2.386
C 0.181 -3.364 4.046
H 5.285 3.437 1.330
H 7.567 -0.072 0.862
H -3.155 5.052 3.344
C -2.445 0.436 -0.564
H -5.085 -2.676 1.554
C 4.633 -0.383 2.015
O 0.461 1.328 -4.162
C -0.344 0.727 -5.099
H 6.662 1.552 -6.314
H -3.711 3.173 1.010
H -4.071 2.684 2.598
H 0.073 0.705 -6.106
H -2.218 1.351 -0.017
O -3.031 4.099 -0.993
O 4.244 -3.896 -4.481
O -6.081 1.178 5.207
C -0.553 -6.182 -0.124
H 0.073 -6.113 5.658
H 1.051 -6.122 4.216
O 0.137 -3.478 2.833
C -3.828 4.837 2.513
Br -5.667 5.164 3.094
H 5.367 2.593 -6.987
C -0.208 2.362 -3.594
H 3.117 -3.401 -2.140
O 3.185 -4.677 -6.284
H -7.329 -5.285 -1.661
C -7.011 -2.789 -0.765
H -0.782 -5.774 4.190
O 0.107 0.401 0.776
H -3.393 -1.525 3.923
C 1.836 5.975 3.342
H 2.315 1.971 2.009
C 0.782 -5.414 -0.020
H -1.854 1.811 -6.160
C 0.357 4.357 -0.045
O -0.993 3.896 -0.355
O -1.599 5.907 -1.113
H 5.343 0.769 -6.810
C 2.506 -3.661 -3.004
C 5.350 0.783 -4.123
O 4.612 0.929 1.659
C 3.718 1.793 -2.588
H 2.238 -2.198 -0.330
Br -1.564 2.998 2.525
H 0.962 1.489 2.868
O 0.205 -4.259 4.952
H 0.452 4.946 0.867
C -5.726 -1.924 1.093
H -2.980 -0.217 0.125
C 5.916 1.340 1.182
H 3.566 -5.452 -3.452
C 0.648 -1.027 3.929
H -1.449 -5.596 -0.331
C 5.588 1.731 -6.358
H -0.401 -6.898 -0.932
H -2.478 0.925 -4.812
O -1.350 2.544 -4.198
O 3.658 -0.985 2.404
H 5.901 1.247 0.096
C -4.073 4.656 -1.717
C -8.034 -4.498 -1.930
C 0.185 -5.649 4.678
H 1.806 -5.786 -5.367
H 0.798 -4.388 -0.390
H 0.920 6.095 3.920
C 2.848 3.856 4.170
O -6.954 -2.456 0.503
O 1.967 3.369 3.302
C -3.320 -0.445 3.796
H 2.526 1.340 3.697
H 2.359 -0.496 0.343